(1)
{
  "formula": "C2H6I2O",
  "method": "the ωB97M-V functional and the def2-TZVPD basis",
  "orbital_gap_ev": 9.4,
  "molar_mass_g_mol": 299.9,
  "relative_energy_kcal_mol": 21.3,
  "e_lumo_ev": 0.090,
  "species": ["I", "I", "O", "C", "C", "H", "H", "H", "H", "H", "H"],
  "positions_angstrom": [[-1.62975, 1.34784, -0.59763], [0.74248, -0.01725, -2.83317], [-1.06538, -0.87086, 1.05994], [0.04661, 0.04020, -0.81348], [1.16231, 0.42506, 0.13544], [1.99827, -0.28846, 0.04225], [0.79571, 0.40356, 1.17551], [-0.35309, -0.97551, -0.61740], [-1.64644, -0.11359, 0.82086], [-1.58930, -1.38938, 1.71178], [1.53856, 1.43840, -0.08410]]
}

(2)
{
  "formula": "C2H6IN",
  "method": "the ωB97M-V functional and the def2-TZVPD basis",
  "orbital_gap_ev": 8.8,
  "molar_mass_g_mol": 171.0,
  "relative_energy_kcal_mol": 24.6,
  "e_lumo_ev": 0.036,
  "species": ["I", "N", "C", "C", "H", "H", "H", "H", "H", "H"],
  "positions_angstrom": [[-3.64646, 0.08816, 0.03088], [-1.81969, -0.67822, 0.55757], [1.65549, 1.06221, -0.59669], [0.87743, 0.30719, 0.25055], [1.36901, 2.05993, -0.82767], [1.37597, -0.57350, 0.57253], [0.08445, 0.85980, 0.72460], [2.60035, 0.82205, -1.04365], [-1.79529, -1.61326, 0.32483], [-0.91916, -0.30034, 0.18979]]
}

(3)
{
  "formula": "C2H6IN2",
  "method": "the ωB97M-V functional and the def2-TZVPD basis",
  "orbital_gap_ev": 8.8,
  "molar_mass_g_mol": 185.0,
  "total_charge": 1,
  "relative_energy_kcal_mol": 30.4,
  "e_lumo_ev": -5.620,
  "species": ["I", "N", "N", "C", "C", "H", "H", "H", "H", "H", "H"],
  "positions_angstrom": [[-3.52721, 0.08273, -0.08649], [1.02732, 1.01384, -0.08369], [-1.42563, 0.16232, -0.20601], [0.83805, -0.40491, 0.21518], [-0.58517, -0.84522, -0.07745], [1.13113, 1.12826, -1.05405], [-0.93477, -1.93252, -0.12796], [1.75781, 1.41268, 0.53516], [-0.96695, 1.03814, -0.04016], [1.04113, -0.60963, 1.29808], [1.64427, -1.04567, -0.37261]]
}